10
Properties=species:S:1:pos:R:3 method="wB97M-V/def2-TZVPD" s_squared=0.77 multiplicity=2 homo_lumo_gap_ev="8.25 / 9.56" charge=+2
O 3.9491 -3.6961 -0.4369
Ca 0.3169 -1.1739 -0.9722
O 2.1078 -2.3702 -0.8737
C 3.0311 -3.0631 -0.6882
O -0.9653 1.1970 0.7418
C -1.0481 0.5945 -0.4172
H -1.8607 1.0114 -1.0369
C -1.6395 2.2638 1.1061
H -2.4360 2.6314 0.4555
H -1.4553 2.6052 2.1217